ORCA calculation (wB97M-V/def2-TZVPD) on a 10-piece molecular cluster, C36H92O30S8 overall in a non-equilibrium geometry.

Cartesian coordinates (Å):
O: 5.01846 21.31411 -4.27843
S: 5.57340 21.01590 -3.00200
O: 4.82976 21.32752 -1.82063
O: 5.89339 19.41757 -2.98665
C: 6.33549 18.86922 -1.72897
C: 7.54791 18.01696 -2.00625
C: 7.17352 21.71703 -2.88469
H: 5.49175 18.31857 -1.30895
H: 6.55174 19.61154 -0.95667
H: 8.49844 18.54359 -1.89326
H: 7.57686 17.69861 -3.04975
H: 7.58599 17.14606 -1.35079
H: 7.41837 21.57366 -1.82772
H: 7.18188 22.80737 -2.89336
H: 7.86064 21.36049 -3.64038
O: 13.31310 17.95756 -1.19670
S: 12.12480 18.55266 -1.70029
O: 11.09293 19.02140 -0.80958
O: 12.56963 19.79803 -2.67799
C: 13.34795 19.54948 -3.84555
C: 14.47501 20.58827 -3.90751
C: 11.33058 17.46436 -2.92317
H: 12.71182 19.69984 -4.71640
H: 13.91033 18.61943 -3.75313
H: 14.14572 21.60495 -4.12003
H: 15.15681 20.35066 -4.72966
H: 15.09694 20.52543 -3.01530
H: 12.13709 16.95052 -3.44333
H: 10.64023 18.05024 -3.51828
H: 10.82466 16.66841 -2.37738
O: 8.33821 28.88865 -8.61065
S: 7.30534 29.85825 -8.91309
O: 5.96188 29.42801 -9.17761
O: 7.30528 30.97301 -7.73315
C: 6.12390 31.78924 -7.57089
C: 6.55224 32.91215 -6.63182
C: 7.89833 30.93640 -10.25749
H: 5.44238 31.14384 -7.01395
H: 5.79657 32.20461 -8.52379
H: 5.64935 33.50705 -6.48985
H: 7.36378 33.50855 -7.05052
H: 6.98572 32.48362 -5.72921
H: 8.93975 31.17566 -10.06715
H: 7.29139 31.83863 -10.18544
H: 7.72781 30.50728 -11.24082
O: 5.89591 32.12866 -0.95033
S: 6.60339 30.89905 -0.78896
O: 6.76420 30.31470 0.52017
O: 5.80001 29.80801 -1.73386
C: 5.80184 28.45433 -1.31029
C: 4.44547 27.95280 -0.85295
C: 8.19610 30.94300 -1.62831
H: 6.53032 28.27303 -0.50902
H: 6.31322 27.79625 -2.02672
H: 3.83421 28.02282 -1.75482
H: 4.15546 28.73847 -0.14960
H: 4.44443 26.99412 -0.34706
H: 8.01682 30.67250 -2.66276
H: 8.83616 30.21587 -1.13574
H: 8.55047 31.94826 -1.41203
O: 9.04341 25.82029 -12.90743
S: 9.74400 24.59573 -12.65694
O: 10.95395 24.29223 -13.36735
O: 10.15362 24.58599 -11.12198
C: 9.27871 25.13683 -10.11736
C: 10.14401 25.24227 -8.87155
C: 8.66808 23.14246 -12.71557
H: 8.39844 24.53669 -9.88525
H: 8.95513 26.13747 -10.39663
H: 11.12197 25.73188 -8.89405
H: 10.45007 24.32736 -8.35669
H: 9.61530 25.86874 -8.14441
H: 8.09344 23.22458 -13.63530
H: 8.03117 23.19667 -11.83804
H: 9.36492 22.31168 -12.75403
O: 9.20114 30.22823 -3.13111
S: 10.41761 29.49198 -2.94166
O: 11.65443 30.22809 -3.12920
O: 10.44988 28.93083 -1.45004
C: 11.72246 28.64343 -0.81312
C: 12.19668 29.85500 -0.02689
C: 10.36937 27.93000 -3.87184
H: 12.44727 28.26461 -1.53102
H: 11.41718 27.86415 -0.11575
H: 11.39985 30.18846 0.63760
H: 12.42078 30.71407 -0.65842
H: 13.10430 29.61119 0.52517
H: 9.44421 27.51291 -3.47123
H: 11.24623 27.30369 -3.77885
H: 10.09588 28.24681 -4.87716
O: -0.83680 28.99245 -10.61479
S: -0.01545 27.80738 -10.79510
O: 0.53958 27.40762 -12.06641
O: 1.20915 27.89592 -9.69520
C: 1.14613 29.05184 -8.83210
C: 2.32230 28.98625 -7.87110
C: -0.95261 26.37678 -10.18779
H: 0.21219 29.06492 -8.26411
H: 1.08499 29.96085 -9.42815
H: 2.54591 29.95347 -7.42056
H: 3.22740 28.87872 -8.47966
H: 2.21471 28.15062 -7.18724
H: -0.79107 25.57667 -10.90299
H: -2.01280 26.62521 -10.17960
H: -0.68398 26.13431 -9.16335
O: 1.86142 24.64326 -0.92149
S: 2.29448 24.61901 -2.29823
O: 2.01644 25.71095 -3.19382
O: 3.89369 24.28611 -2.32921
C: 4.64148 24.84176 -3.39989
C: 4.29919 24.44648 -4.83927
C: 1.68307 23.05284 -2.98371
H: 5.71327 24.69653 -3.24767
H: 4.57550 25.93194 -3.31963
H: 4.84792 24.90048 -5.66085
H: 3.26189 24.74239 -5.02111
H: 4.31894 23.36213 -4.94668
H: 0.60526 23.10774 -2.81632
H: 2.10170 22.18118 -2.49371
H: 1.79831 23.05067 -4.06569
C: 4.71757 28.16868 -4.80140
O: 6.02315 27.68727 -4.45796
C: 6.92544 27.80827 -5.52929
C: 7.24366 26.41955 -6.07939
O: 8.15170 25.87551 -5.12072
C: 8.44063 24.49675 -5.23846
C: 9.75375 24.17883 -4.51632
O: 9.57897 22.89102 -3.95956
C: 10.71860 22.39156 -3.26243
H: 3.95678 28.10273 -4.02909
H: 4.41835 27.51840 -5.63051
H: 4.77579 29.19318 -5.17320
H: 7.81313 28.31562 -5.15463
H: 6.60256 28.41265 -6.38323
H: 7.78422 26.51522 -7.02887
H: 6.38791 25.75002 -6.19574
H: 8.56222 24.18835 -6.28292
H: 7.55628 24.03551 -4.78166
H: 9.91252 24.96430 -3.77133
H: 10.57140 24.09815 -5.23977
H: 10.95867 23.05355 -2.42780
H: 11.59333 22.17024 -3.87498
H: 10.33246 21.46059 -2.84828
C: 6.59347 21.91310 -6.99663
O: 6.98277 21.40641 -8.25763
C: 5.96451 20.85997 -9.03452
C: 6.55497 20.04193 -10.18970
O: 6.84208 18.74964 -9.68764
C: 7.45564 17.90210 -10.65639
C: 6.45543 17.16580 -11.52358
O: 7.22792 16.13647 -12.13184
C: 6.47720 15.04409 -12.59041
H: 7.30594 21.57315 -6.24315
H: 5.57958 21.61313 -6.73499
H: 6.64076 23.00706 -6.99313
H: 5.32029 21.63493 -9.46502
H: 5.36513 20.08432 -8.53930
H: 7.45918 20.61616 -10.42895
H: 5.83005 19.98055 -11.00171
H: 8.10411 17.17117 -10.17720
H: 8.07167 18.52580 -11.30907
H: 6.12578 17.86803 -12.29830
H: 5.60289 16.73115 -10.99780
H: 7.12804 14.22996 -12.89964
H: 5.77389 15.29723 -13.39111
H: 5.85732 14.64683 -11.77397

Its energy above the lowest of the compared OMol25 structures with the same formula, charge and spin is 5.310 eV. The highest occupied orbital energy is -0.349 Eh. As for the total energy: -186918.3517 eV. The SMILES is CCOS(C)(=O)=O.CCOS(C)(=O)=O.CCOS(C)(=O)=O.CCOS(C)(=O)=O.CCOS(C)(=O)=O.CCOS(C)(=O)=O.CCOS(C)(=O)=O.CCOS(C)(=O)=O.COCCOCCOC.COCCOCCOC.

These are the Löwdin partial charges, in e, on atoms 1 to 99: number 1, O, carries -0.280; number 2, S, carries 0.588; number 3, O, carries -0.266; number 4, O, carries -0.247; number 5, C, carries -0.268; number 6, C, carries -0.065; number 7, C, carries -0.121; number 8, H, carries 0.125; number 9, H, carries 0.113; number 10, H, carries 0.056; number 11, H, carries 0.084; number 12, H, carries 0.085; number 13, H, carries 0.083; number 14, H, carries 0.063; number 15, H, carries 0.068; number 16, O, carries -0.265; number 17, S, carries 0.611; number 18, O, carries -0.287; number 19, O, carries -0.290; number 20, C, carries -0.281; number 21, C, carries -0.067; number 22, C, carries -0.110; number 23, H, carries 0.124; number 24, H, carries 0.117; number 25, H, carries 0.069; number 26, H, carries 0.081; number 27, H, carries 0.085; number 28, H, carries 0.065; number 29, H, carries 0.069; number 30, H, carries 0.072; number 31, O, carries -0.295; number 32, S, carries 0.602; number 33, O, carries -0.283; number 34, O, carries -0.289; number 35, C, carries -0.256; number 36, C, carries -0.055; number 37, C, carries -0.093; number 38, H, carries 0.112; number 39, H, carries 0.117; number 40, H, carries 0.088; number 41, H, carries 0.081; number 42, H, carries 0.081; number 43, H, carries 0.072; number 44, H, carries 0.056; number 45, H, carries 0.074; number 46, O, carries -0.285; number 47, S, carries 0.643; number 48, O, carries -0.308; number 49, O, carries -0.248; number 50, C, carries -0.331; number 51, C, carries -0.040; number 52, C, carries -0.163; number 53, H, carries 0.107; number 54, H, carries 0.105; number 55, H, carries 0.064; number 56, H, carries 0.087; number 57, H, carries 0.086; number 58, H, carries 0.021; number 59, H, carries 0.061; number 60, H, carries 0.097; number 61, O, carries -0.279; number 62, S, carries 0.584; number 63, O, carries -0.277; number 64, O, carries -0.263; number 65, C, carries -0.233; number 66, C, carries -0.071; number 67, C, carries -0.098; number 68, H, carries 0.118; number 69, H, carries 0.115; number 70, H, carries 0.086; number 71, H, carries 0.075; number 72, H, carries 0.057; number 73, H, carries 0.072; number 74, H, carries 0.053; number 75, H, carries 0.069; number 76, O, carries -0.332; number 77, S, carries 0.665; number 78, O, carries -0.271; number 79, O, carries -0.286; number 80, C, carries -0.229; number 81, C, carries -0.060; number 82, C, carries -0.088; number 83, H, carries 0.118; number 84, H, carries 0.126; number 85, H, carries 0.087; number 86, H, carries 0.074; number 87, H, carries 0.084; number 88, H, carries 0.060; number 89, H, carries 0.075; number 90, H, carries 0.070; number 91, O, carries -0.305; number 92, S, carries 0.655; number 93, O, carries -0.286; number 94, O, carries -0.260; number 95, C, carries -0.284; number 96, C, carries -0.062; number 97, C, carries -0.105; number 98, H, carries 0.116; number 99, H, carries 0.114